Entry 1:
This record from the OMol25 dataset describes a structure of composition C3H2O2S. The level of theory is ωB97M-V/def2-TZVPD.

Energy relative to the best compared isomer or geometry (same formula, charge and spin), kcal per mole: 33.0
F_max, eV Å⁻¹: 3.26
HOMO energy, eV: -8.93
Gap between HOMO and LUMO, eV: 8.9
Total energy, hartree: -664.11345

Atoms and positions in Å:
C: 0.649 0.723 1.333
C: 2.312 1.451 0.392
C: 0.172 0.295 0.039
O: 0.232 0.537 2.420
O: 3.287 2.111 0.615
S: 1.604 0.666 -1.049
H: -0.268 -0.719 -0.032
H: -0.478 1.157 -0.232

Cartesian forces (eV/Å) of the 3 atoms listed first:
2.6 0.7 1.8
0.0 0.8 2.2
-0.6 0.6 -2.8

=====

Entry 2:
This record from the OMol25 dataset describes the molecule C3H2O2S2. The level of theory is ωB97M-V/def2-TZVPD.

Structure (SMILES): O=CC(=S)C(O)=S
Energy relative to the best compared isomer or geometry (same formula, charge and spin), kcal per mole: 75.8
F_max, eV Å⁻¹: 6.48
HOMO energy, eV: -9.24
Gap between HOMO and LUMO, eV: 6.9
Total energy, hartree: -1062.25011

Atoms and positions in Å:
O: 0.111 1.797 -0.529
C: -0.986 1.141 -0.482
C: -0.750 -0.177 -0.017
S: -1.696 -1.523 -0.196
C: 0.705 -0.480 0.325
O: 1.019 -0.218 1.501
S: 1.707 -1.084 -0.968
H: -1.973 1.476 -1.013
H: 1.862 -0.933 1.377

Cartesian forces (eV/Å) of the 3 atoms listed first:
-4.4 -1.0 0.0
2.9 3.9 -2.0
-0.3 -4.3 -0.1

=====

Entry 3:
This record from the OMol25 dataset describes the molecule C3H2O2S3. The level of theory is ωB97M-V/def2-TZVPD.

Structure (SMILES): O=C1SCOC(=S)S1
Energy relative to the best compared isomer or geometry (same formula, charge and spin), kcal per mole: 39.7
F_max, eV Å⁻¹: 6.52
HOMO energy, eV: -8.94
Gap between HOMO and LUMO, eV: 8.4
Total energy, hartree: -1460.47702

Atoms and positions in Å:
O: 2.791 -0.031 1.036
C: 1.569 -0.121 0.784
S: 0.110 0.353 1.886
C: -1.251 -0.177 0.621
O: -1.070 0.555 -0.570
C: -0.177 0.376 -1.411
S: 0.117 1.078 -3.031
S: 1.088 -0.794 -0.856
H: -1.033 -1.357 0.449
H: -2.146 0.119 1.092

Cartesian forces (eV/Å) of the 3 atoms listed first:
-5.1 -0.3 -0.4
2.9 0.4 0.7
0.6 -0.7 -2.0